Entry 1:
{
  "formula": "C15H27I2NO4",
  "method": "the ωB97M-V functional and the def2-TZVPD basis",
  "species": ["I", "I", "O", "O", "O", "O", "N", "C", "C", "C", "C", "C", "C", "C", "C", "C", "C", "C", "C", "C", "C", "C", "H", "H", "H", "H", "H", "H", "H", "H", "H", "H", "H", "H", "H", "H", "H", "H", "H", "H", "H", "H", "H", "H", "H", "H", "H", "H", "H"],
  "xyz": [[4.27756, 2.06014, 2.97202], [2.69999, -1.15926, 2.69313], [1.33633, -5.34545, 0.39582], [-0.54788, 1.16654, 1.80731], [-2.63148, 1.40846, 0.93940], [-1.23202, 1.70065, -1.66196], [-0.42114, -0.75312, -0.79917], [0.17466, -2.09507, -0.63575], [1.90653, 3.04365, 1.38404], [-0.92645, -3.15488, -0.66820], [2.46646, 1.76684, 1.96780], [1.85373, 0.57987, 1.87374], [-1.03736, 2.93237, -2.33450], [0.34022, 0.38986, -0.29461], [-1.88049, -3.19433, 0.53578], [-1.91796, 4.05039, -1.79350], [-0.57842, 1.60201, -0.43696], [-1.45170, 1.40332, 0.78554], [2.69730, -4.94005, 0.30736], [-1.25722, -2.95044, 1.91967], [0.49035, 0.31156, 1.25244], [-1.63574, 5.37628, -2.49791], [-2.96195, 3.74853, -1.89655], [0.86424, -2.31660, -1.46284], [-0.04569, 2.52744, -0.20377], [-1.53524, -2.89899, -1.54568], [-1.27337, 2.75010, -3.38728], [-0.49562, -4.13579, -0.87001], [-1.39045, -1.91035, 2.23041], [-0.55769, 5.50924, -2.63134], [2.64835, 3.83980, 1.41220], [1.21854, -5.82388, 1.22037], [0.01948, 3.23515, -2.29905], [-2.01275, 6.22500, -1.92666], [3.37504, -5.79776, 0.29833], [-1.72958, 4.15417, -0.71813], [0.76933, -2.14856, 0.27468], [2.97334, -4.27199, 1.12658], [2.80758, -4.39978, -0.63015], [-0.51310, -0.59823, -1.79701], [1.65288, 2.88494, 0.33726], [-2.67860, -2.46477, 0.37810], [1.03266, 3.37372, 1.94808], [-2.36653, -4.17390, 0.55598], [-0.19466, -3.19692, 1.95450], [-1.76412, -3.55352, 2.67629], [-2.08698, 5.39390, -3.49326], [1.29777, 0.54734, -0.80872], [0.22182, -0.69762, 1.54617]],
  "forces_ev_per_angstrom": [[0.0, -0.1, 0.0], [-0.1, 0.0, -0.1], [0.1, 0.0, 0.0], [-0.1, -0.4, -0.2], [0.5, 0.4, -0.1], [0.0, -0.3, 0.0], [0.6, -0.1, 0.2], [-0.1, 0.0, -0.3], [0.3, 0.0, 0.1], [-0.2, 0.3, -0.3], [-0.3, -0.3, -0.1], [0.3, 0.4, 0.1], [-0.1, 0.3, -0.3], [0.1, 0.0, -0.1], [0.0, 0.0, 0.2], [0.1, -0.1, 0.2], [-0.3, 0.3, -0.1], [-0.3, -0.2, 0.3], [-0.1, -0.1, 0.0], [-0.2, 0.1, 0.0], [0.1, -0.1, 0.1], [0.0, -0.2, -0.1], [0.0, 0.1, 0.0], [0.1, 0.1, 0.1], [0.1, -0.1, -0.2], [0.0, -0.2, 0.0], [0.0, -0.1, 0.1], [0.1, 0.1, 0.2], [0.2, 0.0, 0.0], [-0.1, 0.1, 0.1], [-0.1, -0.1, 0.0], [0.0, 0.0, 0.0], [0.0, -0.1, 0.1], [0.0, 0.0, -0.1], [0.0, 0.0, 0.0], [0.0, 0.0, -0.1], [0.0, 0.0, 0.1], [0.0, 0.0, 0.0], [0.0, 0.0, 0.0], [-0.5, 0.1, 0.1], [0.0, 0.1, 0.1], [0.1, 0.0, 0.0], [-0.1, -0.1, -0.1], [0.0, 0.0, -0.2], [0.0, -0.1, 0.0], [0.1, 0.0, 0.0], [0.0, 0.1, 0.1], [0.1, -0.1, 0.2], [-0.1, 0.0, 0.0]],
  "nbo_charge": [0.18, 0.17, -0.73, -0.53, -0.51, -0.51, -0.64, -0.23, -0.67, -0.40, -0.15, -0.19, -0.05, -0.07, -0.40, -0.43, -0.01, 0.78, -0.25, -0.62, 0.01, -0.61, 0.22, 0.18, 0.20, 0.20, 0.19, 0.22, 0.21, 0.20, 0.24, 0.47, 0.15, 0.22, 0.16, 0.20, 0.19, 0.16, 0.18, 0.38, 0.21, 0.21, 0.24, 0.20, 0.20, 0.21, 0.21, 0.19, 0.23],
  "charge": 0,
  "total_energy_ev": -41872.52453
}

=====

Entry 2:
{
  "formula": "C15H27MnN3OP2",
  "method": "the ωB97M-V functional and the def2-TZVPD basis",
  "species": ["Mn", "P", "P", "O", "N", "N", "N", "C", "C", "C", "C", "C", "C", "C", "C", "C", "C", "C", "C", "C", "C", "C", "H", "H", "H", "H", "H", "H", "H", "H", "H", "H", "H", "H", "H", "H", "H", "H", "H", "H", "H", "H", "H", "H", "H", "H", "H", "H", "H"],
  "xyz": [[0.06637, 0.04287, -0.04054], [-2.13760, 0.87971, -0.32889], [0.40426, -1.85921, -1.29104], [-0.27346, 1.03523, -2.28218], [0.30036, 1.77205, 0.90115], [-0.70902, -0.99526, 1.75108], [2.03627, -0.01548, 0.13994], [-1.45577, -2.12932, 1.71251], [-0.42286, -0.48786, 2.97659], [-1.59415, -2.27362, 4.12956], [-0.63954, 2.71370, 1.00556], [1.65264, 2.05949, 1.39440], [1.59885, 1.27845, -3.73156], [-2.06458, -2.93724, 5.38886], [-1.88208, 2.46595, 0.48333], [0.40261, 1.85644, -2.97762], [3.03130, -0.87286, -0.52496], [2.49864, 0.77933, 1.25819], [-1.88564, -2.78944, 2.86525], [-0.83841, -1.09571, 4.16398], [0.30318, 3.28795, -2.68790], [2.25712, -1.81799, -1.48341], [0.24509, -3.17190, -0.78863], [-0.40982, 3.81640, -3.31077], [3.54830, -1.53452, 0.24091], [-3.15761, -3.00709, 5.41727], [2.30817, 2.09388, -3.92039], [-1.70987, -2.51225, 0.71555], [-1.72793, -2.36876, 6.25854], [2.57640, -2.85568, -1.30740], [2.01532, 0.45574, -3.12359], [2.15661, 2.84777, 0.79248], [1.67370, 2.41745, 2.44516], [1.36504, 0.84904, -4.73561], [-0.02193, 3.43920, -1.65319], [2.55180, 0.28844, 2.26814], [-2.65440, 3.21179, 0.58897], [-1.66963, -3.95636, 5.45855], [3.92322, -0.41346, -1.00902], [-3.26206, 0.36542, 0.40456], [0.14197, 0.44726, 2.97999], [2.42928, -1.58783, -2.54137], [-2.64000, 1.35101, -1.57660], [-0.06725, -2.04246, -2.62435], [-0.56461, -0.61670, 5.10212], [-0.37596, 3.64308, 1.49821], [1.25673, 3.75899, -2.91738], [-2.46732, -3.71303, 2.77478], [3.52759, 1.06223, 0.98559]],
  "forces_ev_per_angstrom": [[1.6, -0.2, 0.2], [-1.4, 0.2, -0.2], [1.1, -1.3, -1.0], [1.0, 1.6, -1.6], [0.4, 1.6, 0.5], [-0.4, -0.3, 0.9], [-1.3, 0.4, -0.3], [0.2, 0.1, 0.5], [-0.3, -0.6, -0.1], [0.2, 0.3, -0.1], [1.0, -0.5, 0.1], [0.9, -0.2, 0.0], [-0.5, 0.4, -0.8], [0.1, 0.1, 0.1], [-0.4, 0.2, 0.2], [0.3, -3.2, 2.2], [-0.4, -1.7, 1.1], [0.7, 0.3, 0.3], [-0.1, 0.0, -0.7], [0.2, 0.5, -0.5], [0.0, 0.9, -0.3], [0.5, -0.3, -0.4], [-0.3, 0.4, 0.1], [-0.3, -0.1, -0.3], [-0.7, 0.6, -0.5], [0.2, 0.0, -0.1], [0.1, -0.5, 0.1], [0.1, 0.1, 0.5], [-0.1, -0.2, -0.1], [0.0, 0.3, -0.3], [-0.1, 0.6, -0.2], [-0.7, -0.3, 0.1], [-0.4, -0.1, -0.5], [-0.2, 0.3, 0.7], [0.2, 0.0, -0.2], [-0.1, -0.1, -0.9], [-0.2, 0.0, -0.1], [-0.1, 0.1, 0.0], [-1.0, 0.5, 0.0], [0.4, 0.3, -0.5], [-0.1, -0.4, 0.2], [0.1, -0.1, 0.2], [-0.1, -0.5, 0.5], [0.1, 0.2, 0.6], [-0.1, -0.2, -0.1], [-0.1, 0.1, 0.0], [0.0, 0.2, 0.3], [0.2, 0.4, 0.0], [-0.1, 0.1, 0.5]],
  "nbo_charge": [1.16, 0.41, 0.41, -0.69, -0.46, -0.60, -0.68, 0.05, 0.05, 0.09, 0.04, -0.27, -0.72, -0.65, -0.35, 0.68, -0.23, -0.24, -0.22, -0.22, -0.74, -0.67, 0.06, 0.29, 0.21, 0.25, 0.25, 0.20, 0.24, 0.27, 0.23, 0.25, 0.24, 0.28, 0.23, 0.20, 0.26, 0.25, 0.23, 0.07, 0.20, 0.25, 0.09, 0.08, 0.25, 0.24, 0.26, 0.25, 0.23],
  "multiplicity": 6,
  "charge": 2,
  "s2": 8.858,
  "total_energy_ev": -72391.73126
}

=====

Entry 3:
{
  "formula": "C15H27MnN5O4S",
  "method": "the ωB97M-V functional and the def2-TZVPD basis",
  "species": ["Mn", "S", "O", "O", "O", "O", "N", "N", "N", "N", "N", "C", "C", "C", "C", "C", "C", "C", "C", "C", "C", "C", "C", "C", "C", "C", "H", "H", "H", "H", "H", "H", "H", "H", "H", "H", "H", "H", "H", "H", "H", "H", "H", "H", "H", "H", "H", "H", "H", "H", "H", "H", "H"],
  "xyz": [[-0.35640, 0.08335, -0.33539], [0.35437, -2.94727, 0.16087], [0.41053, -2.85079, -1.27954], [-2.59946, 0.11302, 2.82331], [1.56918, -2.95417, 0.92167], [-1.56568, 0.59290, 0.90081], [1.35577, 0.53293, 0.74070], [-0.43993, -1.54113, 0.58177], [-0.63943, 2.08311, -0.88774], [-1.54215, -0.60888, -1.84918], [1.03559, 0.24443, -1.94133], [-0.49464, -4.84996, 1.87630], [0.60521, 2.66901, -1.42210], [1.16238, 1.66970, -2.41453], [-0.67860, -4.25438, 0.62864], [-1.66515, -4.69662, -0.24819], [0.56392, -0.58255, -3.09415], [-2.48452, -5.73864, 0.14066], [-1.32521, -5.88917, 2.24364], [-2.33243, -6.34691, 1.38861], [2.60713, 0.50469, -0.09307], [-1.84201, -0.21116, 1.97697], [-1.03064, -1.48227, 1.91417], [-3.21039, -7.48726, 1.80387], [2.32665, -0.24708, -1.37860], [-0.93828, -0.41173, -3.20410], [-1.35739, -1.12344, -3.91462], [-0.96448, 2.56157, -0.04888], [2.91292, 1.53025, -0.28783], [0.60389, 1.75797, -3.34500], [1.06457, -0.26876, -4.01221], [3.13656, -0.09854, -2.09678], [-2.61694, -8.39509, 1.92327], [-1.18609, -6.36688, 3.20493], [0.42597, 3.62722, -1.91037], [1.41940, -0.21009, 1.43534], [-1.62635, -1.60505, -1.65205], [2.20552, 1.87984, -2.65475], [-2.48543, -0.22534, -1.81483], [1.29779, 1.40036, 1.27062], [-1.68194, -2.33834, 2.10008], [-3.24384, -6.10264, -0.53885], [-0.27849, -1.46685, 2.71243], [0.30204, -4.51713, 2.52810], [-1.39856, 2.18591, -1.55918], [3.41147, 0.02558, 0.46244], [-1.75805, -4.26703, -1.23713], [2.22590, -1.31606, -1.19708], [-3.67996, -7.27996, 2.76587], [1.27723, 2.85859, -0.58855], [-3.99020, -7.68278, 1.07165], [0.81516, -1.61643, -2.90059], [-1.21448, 0.58610, -3.54630]],
  "forces_ev_per_angstrom": [[0.1, 0.2, 0.0], [0.0, 0.0, 0.0], [0.0, 0.0, 0.0], [0.0, 0.0, 0.0], [0.1, 0.0, 0.0], [0.0, 0.0, 0.0], [0.0, -0.1, 0.0], [-0.3, -0.1, -0.2], [0.0, 0.0, 0.0], [0.0, 0.0, 0.0], [0.0, 0.0, 0.0], [0.0, 0.0, 0.0], [0.0, 0.0, 0.0], [0.0, 0.0, 0.0], [0.0, 0.0, 0.1], [0.0, 0.0, 0.0], [0.0, 0.0, 0.0], [0.0, 0.0, 0.0], [0.0, 0.0, 0.0], [0.0, 0.0, 0.0], [0.0, 0.0, 0.0], [0.0, 0.0, 0.0], [0.0, 0.0, 0.0], [0.0, 0.0, 0.0], [0.0, 0.0, 0.0], [0.0, 0.0, 0.0], [0.0, 0.0, 0.0], [0.0, 0.0, 0.0], [0.0, 0.0, 0.0], [0.0, 0.0, 0.0], [0.0, 0.0, 0.0], [0.0, 0.0, 0.0], [0.0, 0.0, 0.0], [0.0, 0.0, 0.0], [0.0, 0.0, 0.0], [0.0, 0.0, 0.0], [0.1, -0.1, 0.0], [0.0, 0.0, 0.0], [0.0, 0.0, 0.0], [0.0, 0.0, 0.0], [0.0, 0.0, 0.0], [0.0, 0.0, 0.0], [0.0, 0.0, 0.0], [0.0, 0.0, 0.0], [0.0, 0.0, 0.0], [0.0, 0.0, 0.0], [0.0, 0.0, 0.0], [0.0, 0.0, 0.0], [0.0, 0.0, 0.0], [0.0, 0.0, 0.0], [0.0, 0.0, 0.0], [0.0, -0.1, 0.0], [0.0, 0.0, 0.0]],
  "nbo_charge": [1.42, 2.32, -0.98, -0.45, -0.92, -0.69, -0.77, -0.80, -0.79, -0.77, -0.43, -0.17, -0.24, -0.25, -0.36, -0.19, -0.25, -0.20, -0.20, 0.08, -0.24, 0.77, -0.38, -0.65, -0.25, -0.23, 0.26, 0.43, 0.22, 0.23, 0.24, 0.24, 0.25, 0.24, 0.25, 0.43, 0.43, 0.25, 0.42, 0.42, 0.27, 0.24, 0.25, 0.25, 0.40, 0.26, 0.23, 0.26, 0.24, 0.21, 0.23, 0.28, 0.21],
  "multiplicity": 4,
  "charge": 2,
  "relative_energy_ev": 0.1043,
  "s2": 3.823
}

=====

Entry 4:
{
  "formula": "C15H27N2O3PRu",
  "method": "the ωB97M-V functional and the def2-TZVPD basis",
  "species": ["Ru", "P", "O", "O", "O", "N", "N", "C", "C", "C", "C", "C", "C", "C", "C", "C", "C", "C", "C", "C", "C", "C", "H", "H", "H", "H", "H", "H", "H", "H", "H", "H", "H", "H", "H", "H", "H", "H", "H", "H", "H", "H", "H", "H", "H", "H", "H", "H", "H"],
  "xyz": [[-0.20780, -0.01406, -0.10050], [-0.04324, 0.23293, -2.40485], [-3.21658, -0.68516, -0.32528], [-0.50002, 2.95622, 0.47774], [2.82223, 0.12721, 0.47989], [-0.36732, -0.95527, 1.91125], [-0.64211, -2.26775, 2.10963], [-1.39665, -2.14650, -3.17596], [0.00218, -1.56867, -2.92984], [-0.80473, -2.53735, 3.41585], [1.69787, 2.38398, -2.85753], [-1.87842, 2.39796, -2.72285], [0.77249, -2.32237, -1.84061], [-2.08254, -0.44435, -0.28241], [-1.50441, 1.00392, -3.23538], [2.69730, 0.08972, -3.11877], [-0.62584, -1.34728, 4.09234], [-1.33366, 0.99326, -4.75517], [-0.41191, 1.81543, 0.24051], [1.68910, 0.06993, 0.22692], [1.43326, 0.93562, -3.28036], [-0.33040, -0.37851, 3.12736], [-1.04431, -3.52600, 3.77217], [-1.32038, -3.23548, -3.30170], [-2.29654, 1.24983, -5.21230], [2.57355, -0.92758, -3.50121], [0.87847, 3.06166, -3.12113], [-1.85667, -1.74091, -4.08659], [-0.69711, -1.19049, 5.14802], [0.57157, -1.90419, -0.82097], [1.87643, 2.45972, -1.77474], [-2.06480, -1.94763, -2.32480], [-2.03006, 2.41956, -1.63867], [-1.13284, 3.15819, -2.98133], [-0.09434, 0.66689, 3.28080], [-1.03589, 0.01022, -5.14258], [-0.60497, 1.74128, -5.08703], [-0.25122, -4.88190, -0.29549], [1.85715, -2.27841, -1.99314], [-0.66952, -2.94327, 1.34732], [1.15677, 0.93146, -4.34699], [3.01234, 0.04233, -2.06913], [-2.82736, 2.68924, -3.19341], [3.50510, 0.55869, -3.69651], [0.46835, -3.37304, -1.81414], [2.59967, 2.74512, -3.37128], [-0.27418, -4.98409, -1.04046], [0.56614, -1.60463, -3.87672], [-2.33424, 0.33065, -2.96542]],
  "forces_ev_per_angstrom": [[0.1, -2.6, 0.9], [-1.0, -2.5, -0.6], [4.5, 0.9, 0.3], [0.5, -5.2, -1.1], [-4.9, -0.3, -0.9], [0.6, 1.9, 1.4], [-0.6, -1.9, 2.4], [-0.6, 0.3, 0.1], [0.6, 0.0, -0.1], [-0.3, -2.3, -3.3], [-1.4, -0.4, 0.9], [0.2, -0.5, 0.4], [0.2, -0.4, -0.3], [-6.3, -1.0, -0.8], [-0.5, 2.4, -1.4], [-1.0, -1.2, 1.0], [0.2, 1.5, 2.0], [0.5, -0.6, 0.4], [-1.0, 9.4, 2.1], [6.9, 0.7, 0.9], [3.0, 2.2, -1.9], [0.3, 0.4, -2.7], [0.0, -0.3, 0.1], [0.1, 0.3, 0.0], [-0.1, 0.1, 0.0], [0.2, 0.2, 0.0], [0.3, 0.0, -0.1], [0.1, -0.1, 0.3], [0.0, 0.0, 0.6], [0.0, -0.6, -0.3], [0.2, 0.1, -0.2], [0.1, -0.3, -0.3], [-0.2, 0.0, -0.2], [-0.2, 0.0, -0.1], [-0.1, 0.0, -0.1], [-0.1, 0.2, 0.0], [-0.3, 0.1, -0.1], [0.0, -0.1, -0.3], [-0.2, 0.0, 0.2], [0.0, 0.0, 0.0], [-0.5, -0.3, 0.3], [0.3, 0.0, -0.3], [0.1, 0.1, 0.0], [-0.1, 0.3, -0.1], [0.2, 0.3, -0.1], [0.1, -0.1, -0.2], [-0.1, -0.1, 0.4], [-0.2, 0.0, 0.3], [0.3, -0.7, 0.4]],
  "nbo_charge": [0.19, 1.31, -0.28, -0.24, -0.28, -0.27, -0.28, -0.61, -0.53, 0.20, -0.62, -0.63, -0.58, 0.57, -0.50, -0.61, 0.06, -0.64, 0.51, 0.59, -0.44, 0.05, 0.32, 0.29, 0.33, 0.25, 0.25, 0.26, 0.32, 0.12, 0.22, 0.20, 0.21, 0.26, 0.30, 0.24, 0.26, -0.04, 0.27, 0.48, 0.30, 0.22, 0.32, 0.34, 0.29, 0.35, 0.04, 0.28, 0.34],
  "multiplicity": 5,
  "charge": 4,
  "relative_energy_ev": 0.8751,
  "s2": 6.023
}

=====

Summary of strongest force on any atom in hartree/bohr
0.012 0.075 0.007 0.188
(order as listed above)